A cluster of 5 separate species, C70H61BIO11 in total in a non-equilibrium geometry. Source: the OMol25 dataset; level of theory: ωB97M-V with the def2-TZVPD basis set.

Last columns: bonded neighbours and bond lengths (Å).
Cartesian coordinates (Å):
1 C 4.792 -0.719 8.074  C2 1.530, H20 1.089, H21 1.092, H22 1.092
2 C 5.708 -0.002 7.079  C1 1.530, C3 1.532, H23 1.092, H24 1.094
3 C 5.349 -0.265 5.612  C2 1.532, C4 1.519, H25 1.095, H26 1.095
4 C 4.321 0.710 5.062  C3 1.519, O5 1.401, H27 1.098, H28 1.101
5 O 3.078 0.460 5.658  C4 1.401, B6 1.440
6 B 2.084 1.500 5.704  O5 1.440, I7 2.399, C8 1.627, C16 1.636
7 I 2.830 3.121 7.308  B6 2.399
8 C 1.925 2.365 4.336  B6 1.627, C9 1.548, H29 1.091, H30 1.094
9 C 1.812 1.616 2.985  C8 1.548, C10 1.523, H31 1.093, H32 1.099
10 C 1.291 0.186 2.959  C9 1.523, C11 1.530, H33 1.097, H34 1.092
11 C -0.230 0.049 3.056  C10 1.530, C12 1.525, H35 1.095, H36 1.090
12 C -0.686 -1.405 2.983  C11 1.525, O13 1.417, H37 1.096, H38 1.098
13 O -0.930 -1.951 4.267  C12 1.417, C14 1.414
14 C -0.197 -3.105 4.630  O13 1.414, C15 1.518, H39 1.096, H40 1.094
15 C 0.939 -2.802 5.591  C14 1.518, H41 1.089, H42 1.090, H43 1.094
16 C 0.738 0.823 6.342  B6 1.636, C17 1.483, H44 1.091, H45 1.090
17 C -0.427 1.742 6.357  C16 1.483, C18 1.662, O19 1.333, H46 1.098
18 C -1.753 1.319 7.263  C17 1.662, O19 1.595, H47 1.122, H48 1.086
19 O -0.730 2.536 7.384  C17 1.333, C18 1.595
20 H 3.880 -0.151 8.249  C1 1.089
21 H 5.291 -0.865 9.034  C1 1.092
22 H 4.510 -1.704 7.696  C1 1.092
23 H 5.671 1.074 7.260  C2 1.092
24 H 6.728 -0.359 7.245  C2 1.094
25 H 4.943 -1.276 5.495  C3 1.095
26 H 6.241 -0.219 4.979  C3 1.095
27 H 4.655 1.741 5.239  C4 1.098
28 H 4.257 0.578 3.971  C4 1.101
29 H 1.104 3.079 4.429  C8 1.091
30 H 2.809 3.004 4.251  C8 1.094
31 H 2.789 1.635 2.494  C9 1.093
32 H 1.156 2.199 2.324  C9 1.099
33 H 1.536 -0.216 1.968  C10 1.097
34 H 1.788 -0.478 3.669  C10 1.092
35 H -0.671 0.596 2.216  C11 1.095
36 H -0.606 0.484 3.981  C11 1.090
37 H -1.604 -1.487 2.391  C12 1.096
38 H 0.076 -1.993 2.455  C12 1.098
39 H 0.165 -3.637 3.743  C14 1.096
40 H -0.903 -3.778 5.127  C14 1.094
41 H 0.551 -2.324 6.489  C15 1.089
42 H 1.706 -2.164 5.155  C15 1.090
43 H 1.410 -3.742 5.894  C15 1.094
44 H 0.897 0.574 7.391  C16 1.091
45 H 0.444 -0.056 5.768  C16 1.090
46 H -0.726 2.174 5.393  C17 1.098
47 H -2.391 1.594 6.382  C18 1.122
48 H -2.488 1.689 7.973  C18 1.086
49 C -4.011 3.843 -2.732  C50 1.390, C54 1.384, H65 1.082
50 C -4.321 5.194 -2.853  C49 1.390, C51 1.384, H66 1.082
51 C -3.885 6.094 -1.896  C50 1.384, C52 1.390, H67 1.081
52 C -3.144 5.648 -0.808  C51 1.390, C53 1.394, C63 1.492
53 C -2.847 4.292 -0.680  C52 1.394, C54 1.389, C55 1.492
54 C -3.277 3.394 -1.648  C49 1.384, C53 1.389, H68 1.081
55 C -2.088 3.780 0.499  C53 1.492, O56 1.214, C57 1.493
56 O -1.817 2.601 0.599  C55 1.214
57 C -1.689 4.764 1.549  C55 1.493, C58 1.391, C62 1.400
58 C -1.040 4.309 2.692  C57 1.391, C59 1.387, H69 1.082
59 C -0.659 5.209 3.676  C58 1.387, C60 1.390, H70 1.082
60 C -0.919 6.565 3.517  C59 1.390, C61 1.384, H71 1.082
61 C -1.566 7.025 2.384  C60 1.384, C62 1.390, H72 1.081
62 C -1.960 6.128 1.398  C57 1.400, C61 1.390, C63 1.484
63 C -2.681 6.639 0.206  C52 1.492, C62 1.484, O64 1.216
64 O -2.911 7.824 0.060  C63 1.216
65 H -4.349 3.141 -3.483  C49 1.082
66 H -4.903 5.542 -3.696  C50 1.082
67 H -4.113 7.148 -1.975  C51 1.081
68 H -3.036 2.346 -1.533  C54 1.081
69 H -0.842 3.251 2.804  C58 1.082
70 H -0.159 4.854 4.567  C59 1.082
71 H -0.615 7.263 4.286  C60 1.082
72 H -1.776 8.078 2.250  C61 1.081
73 C 4.964 -4.721 -3.862  C74 1.391, C78 1.384, H89 1.082
74 C 4.042 -4.924 -4.883  C73 1.391, C75 1.384, H90 1.083
75 C 2.882 -4.171 -4.934  C74 1.384, C76 1.390, H91 1.082
76 C 2.633 -3.214 -3.957  C75 1.390, C77 1.395, C87 1.493
77 C 3.548 -3.023 -2.922  C76 1.395, C78 1.390, C79 1.496
78 C 4.717 -3.775 -2.882  C73 1.384, C77 1.390, H92 1.081
79 C 3.292 -2.028 -1.835  C77 1.496, O80 1.211, C81 1.490
80 O 4.097 -1.861 -0.946  C79 1.211
81 C 2.017 -1.261 -1.892  C79 1.490, C82 1.389, C86 1.398
82 C 1.720 -0.364 -0.874  C81 1.389, C83 1.386, H93 1.081
83 C 0.545 0.370 -0.906  C82 1.386, C84 1.390, H94 1.083
84 C -0.340 0.212 -1.966  C83 1.390, C85 1.385, H95 1.082
85 C -0.056 -0.683 -2.984  C84 1.385, C86 1.390, H96 1.081
86 C 1.118 -1.427 -2.950  C81 1.398, C85 1.390, C87 1.488
87 C 1.384 -2.400 -4.044  C76 1.493, C86 1.488, O88 1.214
88 O 0.618 -2.536 -4.977  C87 1.214
89 H 5.874 -5.306 -3.830  C73 1.082
90 H 4.229 -5.672 -5.643  C74 1.083
91 H 2.157 -4.313 -5.724  C75 1.082
92 H 5.418 -3.606 -2.077  C78 1.081
93 H 2.411 -0.239 -0.052  C82 1.081
94 H 0.323 1.059 -0.100  C83 1.083
95 H -1.254 0.790 -1.989  C84 1.082
96 H -0.737 -0.820 -3.813  C85 1.081
97 C -6.964 7.064 0.294  C98 1.391, C102 1.384, H113 1.082
98 C -5.912 7.071 1.205  C97 1.391, C99 1.384, H114 1.081
99 C -5.929 6.216 2.293  C98 1.384, C100 1.390, H115 1.082
100 C -7.002 5.353 2.480  C99 1.390, C101 1.396, C111 1.492
101 C -8.066 5.359 1.576  C100 1.396, C102 1.391, C103 1.491
102 C -8.039 6.213 0.479  C97 1.384, C101 1.391, H116 1.081
103 C -9.247 4.469 1.769  C101 1.491, O104 1.213, C105 1.492
104 O -10.170 4.466 0.981  C103 1.213
105 C -9.256 3.583 2.970  C103 1.492, C106 1.390, C110 1.396
106 C -10.363 2.775 3.201  C105 1.390, C107 1.384, H117 1.081
107 C -10.387 1.935 4.301  C106 1.384, C108 1.391, H118 1.082
108 C -9.304 1.893 5.172  C107 1.391, C109 1.384, H119 1.082
109 C -8.200 2.698 4.950  C108 1.384, C110 1.389, H120 1.081
110 C -8.176 3.550 3.852  C105 1.396, C109 1.389, C111 1.493
111 C -6.985 4.427 3.649  C100 1.492, C110 1.493, O112 1.210
112 O -6.042 4.389 4.407  C111 1.210
113 H -6.939 7.726 -0.563  C97 1.082
114 H -5.077 7.742 1.061  C98 1.081
115 H -5.114 6.202 3.005  C99 1.082
116 H -8.867 6.196 -0.217  C102 1.081
117 H -11.195 2.816 2.511  C106 1.081
118 H -11.251 1.308 4.482  C107 1.082
119 H -9.322 1.230 6.028  C108 1.082
120 H -7.350 2.680 5.617  C109 1.081
121 C 3.088 -4.224 -10.193  C122 1.391, C126 1.385, H137 1.082
122 C 3.898 -4.261 -9.063  C121 1.391, C123 1.385, H138 1.082
123 C 4.745 -5.336 -8.851  C122 1.385, C124 1.389, H139 1.081
124 C 4.779 -6.385 -9.761  C123 1.389, C125 1.396, C135 1.491
125 C 3.954 -6.355 -10.887  C124 1.396, C126 1.390, C127 1.491
126 C 3.115 -5.268 -11.103  C121 1.385, C125 1.390, H140 1.081
127 C 3.941 -7.481 -11.864  C125 1.491, O128 1.212, C129 1.493
128 O 3.233 -7.455 -12.848  C127 1.212
129 C 4.828 -8.648 -11.585  C127 1.493, C130 1.390, C134 1.395
130 C 4.802 -9.735 -12.451  C129 1.390, C131 1.384, H141 1.081
131 C 5.624 -10.824 -12.218  C130 1.384, C132 1.391, H142 1.082
132 C 6.481 -10.831 -11.123  C131 1.391, C133 1.384, H143 1.082
133 C 6.509 -9.753 -10.255  C132 1.384, C134 1.390, H144 1.081
134 C 5.679 -8.661 -10.479  C129 1.395, C133 1.390, C135 1.492
135 C 5.709 -7.523 -9.513  C124 1.491, C134 1.492, O136 1.212
136 O 6.458 -7.529 -8.561  C135 1.212
137 H 2.431 -3.381 -10.359  C121 1.082
138 H 3.867 -3.450 -8.347  C122 1.082
139 H 5.384 -5.370 -7.980  C123 1.081
140 H 2.489 -5.257 -11.984  C126 1.081
141 H 4.132 -9.711 -13.299  C130 1.081
142 H 5.599 -11.671 -12.891  C131 1.082
143 H 7.126 -11.682 -10.947  C132 1.082
144 H 7.167 -9.743 -9.397  C133 1.081

Properties
* charge: -1
* gap between HOMO and LUMO: 4.63 eV
* LUMO: -0.25 eV
* calculated total energy: -104881.65813 eV
* energy above the lowest of the compared OMol25 structures with the same formula, charge and spin: 0.0 kJ/mol
* HOMO: -4.87 eV